1.
{"formula": "C17H21CrN5OS2", "method": "the ωB97M-V functional and the def2-TZVPD basis", "species": ["Cr", "C", "C", "C", "C", "C", "H", "H", "H", "H", "H", "O", "N", "C", "C", "C", "C", "C", "S", "H", "H", "H", "H", "C", "N", "C", "N", "C", "N", "C", "N", "C", "C", "H", "H", "H", "H", "H", "H", "H", "H", "H", "H", "H", "H", "S", "C"], "positions_angstrom": [[0.6236, -0.8854, 1.0268], [1.1162, -1.5682, 3.0128], [2.1811, -0.6916, 2.6657], [1.6531, 0.6008, 2.5214], [0.2610, 0.5411, 2.7464], [-0.0775, -0.7979, 3.0675], [1.2018, -2.6200, 3.2337], [3.2100, -0.9773, 2.5211], [2.2004, 1.4767, 2.2112], [-0.4138, 1.3813, 2.7336], [-1.0518, -1.1672, 3.3460], [1.3294, 0.5331, -0.3863], [2.5773, 0.3890, -0.8271], [3.1904, 1.4859, -1.3225], [4.4512, 1.4176, -1.8454], [5.0969, 0.1763, -1.8592], [4.4575, -0.9235, -1.3502], [3.1611, -0.8292, -0.8130], [2.2596, -2.1445, -0.2049], [2.5885, 2.3789, -1.2561], [4.9155, 2.3128, -2.2294], [6.0956, 0.0799, -2.2624], [4.9277, -1.8959, -1.3422], [-1.3050, -0.6198, -1.3458], [-2.5150, -0.2035, -2.0386], [-2.5541, 1.2565, -2.0928], [-2.5384, 1.8454, -0.7530], [-1.3277, 1.4135, -0.0782], [-1.2357, -0.0765, 0.0406], [-2.4639, -0.5148, 0.7626], [-3.6842, -0.1096, 0.0840], [-3.6702, -0.6685, -1.2702], [-3.6985, 1.3479, -0.0187], [-0.4212, -0.2652, -1.8765], [-1.2765, -1.7071, -1.2939], [-3.4621, 1.5710, -2.6108], [-1.6873, 1.6154, -2.6510], [-1.3022, 1.8373, 0.9254], [-0.4579, 1.7548, -0.6299], [-2.4432, -0.0728, 1.7602], [-2.4448, -1.5995, 0.8526], [-4.5854, -0.3707, -1.7855], [-3.6393, -1.7576, -1.2047], [-3.6966, 1.7754, 0.9866], [-4.6097, 1.6619, -0.5316], [-0.7753, -3.9021, 0.5770], [-0.1607, -2.4838, 0.8046]], "forces_ev_per_a": [[-0.277, -0.052, -0.182], [0.091, 0.049, -0.024], [-0.054, 0.003, 0.044], [-0.048, -0.001, -0.016], [0.068, -0.056, 0.062], [0.049, 0.017, 0.082], [0.018, 0.009, -0.018], [0.004, -0.012, -0.013], [0.011, 0.006, 0.001], [-0.003, -0.008, -0.015], [0.021, 0.000, 0.004], [0.034, -0.182, 0.104], [-0.042, 0.183, -0.036], [-0.068, -0.030, 0.052], [-0.022, -0.020, 0.007], [0.014, 0.022, -0.007], [-0.011, -0.017, 0.013], [0.064, -0.119, -0.024], [0.118, -0.031, 0.111], [0.041, 0.041, -0.027], [0.020, 0.003, -0.006], [0.007, 0.026, -0.009], [-0.004, -0.012, 0.002], [0.057, -0.031, -0.085], [-0.016, -0.010, -0.040], [0.003, -0.028, -0.016], [-0.010, 0.096, -0.073], [0.119, -0.049, 0.064], [-0.057, 0.047, 0.233], [0.011, -0.037, -0.021], [-0.047, -0.010, 0.032], [-0.016, -0.001, -0.016], [-0.020, -0.014, 0.022], [-0.037, -0.023, 0.005], [0.001, 0.025, 0.005], [0.000, 0.004, 0.005], [0.000, 0.002, 0.008], [-0.037, -0.011, -0.041], [0.034, 0.018, 0.005], [-0.008, -0.008, -0.010], [-0.010, 0.030, 0.003], [0.003, -0.005, 0.006], [0.001, 0.002, -0.001], [0.000, 0.002, -0.009], [0.010, 0.002, 0.001], [0.080, 0.003, 0.169], [-0.089, 0.177, -0.348]], "e_tot_ha": -2850.17132, "spin_multiplicity": 1, "e_homo_ev": [-6.9456, -6.9351], "total_charge": 0}

2.
{"formula": "H4NO2P2", "method": "the ωB97M-V functional and the def2-TZVPD basis", "species": ["N", "O", "O", "P", "P", "H", "H", "H", "H"], "positions_angstrom": [[0.0965, 1.2838, 0.0369], [2.3079, -0.2175, -0.0002], [0.1350, -1.4772, -0.1236], [-1.6654, -1.3793, -0.0834], [0.9191, -0.1542, 0.4221], [0.2704, 1.3382, -0.9922], [-0.9062, 0.9410, 0.0409], [-1.7489, -0.4996, -1.0960], [0.5917, 0.1649, 1.7955]], "forces_ev_per_a": [[-0.470, -1.014, -2.423], [1.634, 0.293, -0.077], [0.232, 2.029, 0.956], [0.138, -1.568, 1.650], [-2.552, -0.615, 0.738], [-0.123, 0.566, 0.613], [0.722, 0.541, 0.430], [-0.162, 1.209, -1.678], [0.580, -1.440, -0.208]], "e_above_lowest_kcal_mol": 38.9, "e_tot_ha": -890.41792, "spin_multiplicity": 1, "e_homo_ev": -2.2791, "total_charge": -1}

3.
{"formula": "C6H22N2O3", "method": "the ωB97M-V functional and the def2-TZVPD basis", "species": ["C", "C", "N", "C", "C", "C", "N", "C", "H", "H", "H", "H", "H", "H", "H", "H", "H", "H", "H", "H", "H", "H", "H", "H", "H", "H", "O", "H", "H", "O", "H", "H", "O"], "positions_angstrom": [[2.7346, -0.9037, 0.9035], [1.8729, -0.0168, 1.8319], [1.0803, 1.0647, 1.2380], [1.7983, 1.6743, 0.0977], [-0.2933, 0.7075, 0.9225], [-0.4508, -0.6027, 0.0852], [-1.9004, -0.4227, -0.2593], [-2.9036, -1.2860, 0.3970], [3.7309, -0.5225, 0.6842], [2.9143, -1.8071, 1.4853], [2.1961, -1.1601, -0.0048], [1.1994, -0.7176, 2.3274], [2.5046, 0.4824, 2.5701], [2.6604, 2.2150, 0.5057], [2.3185, 1.0217, -0.6130], [1.0262, 2.3010, -0.3372], [-0.8351, 1.4227, 0.3161], [-0.9275, 0.5077, 1.7868], [0.1204, -0.5798, -0.8321], [-0.3830, -1.5471, 0.5989], [-2.1640, -0.6217, -1.2124], [-3.2905, -0.7611, 1.2747], [-2.5820, -2.2915, 0.6620], [-3.7793, -1.3527, -0.2444], [0.2586, -3.9758, -0.7557], [-0.3908, -3.3526, 0.4339], [0.4216, -3.7996, 0.1782], [-0.7452, 2.2857, -3.3407], [0.0805, 1.2566, -2.4902], [-0.3757, 1.4037, -3.3165], [-2.5893, 2.7813, -1.3346], [-1.4139, 3.6572, -1.5750], [-1.8930, 2.9396, -1.9832]], "forces_ev_per_a": [[-0.128, 0.019, 0.716], [0.056, 0.168, -0.033], [0.269, -0.101, -0.719], [-0.157, 0.027, 1.317], [1.196, -2.016, -0.414], [-2.804, 1.642, -0.275], [-1.311, -1.505, -0.909], [-0.049, 1.175, 0.722], [-0.156, 0.362, -0.231], [-0.033, -0.263, -0.239], [0.146, -0.166, -0.064], [-0.090, 0.325, 0.327], [0.153, -0.408, 0.213], [-0.388, 0.581, -0.009], [-0.789, -0.409, -0.269], [0.588, 0.461, -0.585], [0.442, 0.580, 0.056], [0.332, 0.399, 0.493], [0.333, -0.177, -0.139], [0.747, 0.018, 0.400], [1.166, 0.448, -0.597], [0.179, -0.395, 0.374], [0.174, -0.217, 0.075], [0.046, -0.195, -0.232], [0.240, -0.121, -0.012], [0.004, -0.095, 0.224], [-0.210, -0.074, -0.257], [-0.052, -0.105, 0.500], [-0.088, 0.427, 0.270], [0.584, -1.016, -1.218], [-0.114, -0.319, -0.209], [0.351, 0.494, 0.078], [-0.636, 0.457, 0.645]], "e_above_lowest_kcal_mol": 56.7, "e_tot_ha": -576.94477, "spin_multiplicity": 1, "e_homo_ev": -8.0739, "total_charge": 0}